#A
The following is a DFT calculation (ωB97M-V/def2-TZVPD) of an isolated molecule of C18H22N2O.

The value obtained for the HOMO energy is -8.40 eV. The HOMO-LUMO gap is 9.004 eV. As for the structure (SMILES): Cc1cccc(NC(=O)NCCCCc2ccccc2)c1.

ORCA input file:
```
! wB97M-V def2-TZVPD RIJCOSX def2/J DEFGRID3
* xyz 0 1
C 6.002 1.624 -2.403
C 5.675 0.706 -1.237
C 7.001 0.514 -0.477
C 6.759 -0.382 0.625
C 5.393 -0.902 0.802
C 4.281 -0.480 0.216
N 3.131 -0.978 0.841
C 1.958 -0.826 0.068
O 1.665 -0.069 -1.199
N 0.805 -1.320 0.790
C -0.474 -0.941 0.340
C -1.188 0.075 1.193
C -2.699 0.302 0.738
C -3.605 -0.636 0.805
C -4.932 -0.261 0.209
C -5.181 -0.074 -0.930
C -6.507 0.355 -1.379
C -7.343 0.992 -0.449
C -7.095 0.553 0.790
C -5.963 0.307 1.200
C 4.390 0.242 -0.805
H 6.341 2.713 -2.139
H 5.274 1.841 -2.825
H 6.892 1.142 -3.125
H 7.925 0.495 -0.769
H 7.595 -0.871 1.253
H 5.233 -1.455 1.869
H 3.088 -1.472 1.540
H 0.972 -1.761 1.548
H -1.127 -1.885 0.228
H -0.502 -0.486 -0.570
H -0.614 0.785 1.439
H -1.363 -0.568 2.131
H -2.472 0.820 -0.471
H -2.928 1.277 1.228
H -3.689 -1.201 1.635
H -3.358 -1.524 0.090
H -4.621 -0.649 -1.744
H -6.795 0.461 -2.553
H -8.277 1.389 -0.881
H -7.822 1.128 1.620
H -5.649 0.403 2.076
H 3.824 0.617 -1.318
*
```


#B
The following is a DFT calculation (ωB97M-V/def2-TZVPD) of an isolated molecule of C18H22N2O.

The value obtained for the HOMO energy is -8.45 eV. The HOMO-LUMO gap is 8.801 eV. As for the structure (SMILES): CCCCCC(=O)Nc1c2c(nc3ccccc13)CCC2.

ORCA input file:
```
! wB97M-V def2-TZVPD RIJCOSX def2/J DEFGRID3
* xyz 0 1
C -4.669 -1.670 1.241
C -3.200 -1.264 1.260
C -2.969 0.183 0.818
C -3.315 0.476 -0.643
C -2.415 -0.233 -1.665
C -1.007 0.327 -1.602
O -0.648 1.283 -2.252
N -0.192 -0.337 -0.731
C 1.127 0.019 -0.411
C 1.492 1.311 -0.137
C 2.844 1.585 0.187
N 3.785 0.696 0.282
C 3.449 -0.593 0.041
C 4.460 -1.566 0.151
C 4.190 -2.884 -0.097
C 2.900 -3.279 -0.472
C 1.894 -2.355 -0.581
C 2.132 -0.993 -0.320
C 3.026 3.051 0.426
C 1.597 3.553 0.670
C 0.686 2.568 -0.080
H -4.789 -2.670 1.652
H -5.063 -1.673 0.228
H -5.261 -0.981 1.840
H -2.632 -1.951 0.628
H -2.817 -1.374 2.278
H -3.581 0.833 1.448
H -1.924 0.447 1.001
H -3.233 1.552 -0.811
H -4.351 0.193 -0.834
H -2.421 -1.310 -1.500
H -2.803 -0.032 -2.665
H -0.507 -1.227 -0.374
H 5.446 -1.232 0.432
H 4.969 -3.627 -0.014
H 2.701 -4.320 -0.680
H 0.911 -2.682 -0.890
H 3.704 3.251 1.254
H 3.452 3.502 -0.473
H 1.456 4.578 0.333
H 1.376 3.514 1.739
H -0.273 2.421 0.421
H 0.471 2.907 -1.096
*
```


Short version: #A is the least stable of them.


#A
The following is a DFT calculation (ωB97M-V/def2-TZVPD) of C33H26N3O3PS4SbSc as an isolated structure.

The value obtained for the HOMO energy is -2.08 eV. The HOMO-LUMO gap is 6.219 eV.

ORCA input file:
```
! wB97M-V def2-TZVPD RIJCOSX def2/J DEFGRID3
* xyz -2 1
Sc 0.187 0.248 1.960
O -1.507 1.252 1.576
C -2.740 1.234 1.973
C -3.471 2.439 2.072
C -4.796 2.433 2.445
C -5.463 1.238 2.733
C -4.762 0.052 2.652
C -3.410 0.024 2.292
C -2.737 -1.254 2.204
N -1.476 -1.399 2.040
N -1.044 -2.716 1.906
C 0.229 -2.699 1.614
O 0.948 -1.646 1.475
C 0.908 -4.012 1.406
C 0.187 -5.180 1.179
C 0.852 -6.373 0.938
C 2.242 -6.408 0.933
C 2.962 -5.244 1.172
C 2.298 -4.048 1.402
H -2.936 3.359 1.866
H -5.328 3.375 2.522
H -6.506 1.245 3.023
H -5.256 -0.888 2.876
H -3.350 -2.156 2.269
H -0.893 -5.129 1.187
H 0.287 -7.279 0.752
H 2.763 -7.340 0.747
H 4.045 -5.268 1.175
H 2.834 -3.122 1.570
S 2.107 4.178 3.797
Sb 2.447 1.890 3.921
S 2.608 1.066 1.701
S 0.372 0.788 4.379
S 4.134 1.185 5.282
O -0.160 4.051 1.549
N 0.379 3.674 0.338
C 1.650 3.671 0.251
C 2.239 3.187 -1.014
C 3.315 3.890 -1.558
C 3.866 3.524 -2.773
C 3.348 2.435 -3.462
C 2.307 1.707 -2.912
C 1.750 2.051 -1.680
P 0.428 1.025 -0.920
C -1.028 1.492 -1.940
C -1.999 2.291 -1.339
C -3.122 2.687 -2.054
C -3.282 2.298 -3.376
C -2.313 1.512 -3.986
C -1.193 1.113 -3.271
C 0.831 -0.651 -1.546
C 2.146 -1.116 -1.475
C 2.436 -2.450 -1.706
C 1.419 -3.352 -1.990
C 0.108 -2.906 -2.039
C -0.185 -1.567 -1.818
H 0.564 4.089 2.238
H 2.292 3.995 1.069
H 3.708 4.739 -1.011
H 4.696 4.090 -3.181
H 3.767 2.136 -4.416
H 1.943 0.832 -3.436
H -1.860 2.594 -0.311
H -3.876 3.295 -1.568
H -4.160 2.603 -3.933
H -2.431 1.206 -5.019
H -0.449 0.488 -3.750
H 2.940 -0.434 -1.195
H 3.460 -2.795 -1.624
H 1.644 -4.403 -2.128
H -0.697 -3.607 -2.224
H -1.218 -1.239 -1.829
*
```


#B
The following is a DFT calculation (ωB97M-V/def2-TZVPD) of C33H26N3O3PS4SbSc as an isolated structure.

The value obtained for the HOMO energy is -1.08 eV. The HOMO-LUMO gap is 5.276 eV.

ORCA input file:
```
! wB97M-V def2-TZVPD RIJCOSX def2/J DEFGRID3
* xyz -2 1
Sc 1.956 0.124 1.125
O 2.217 0.831 -0.773
C 2.771 0.416 -1.866
C 3.227 1.345 -2.830
C 3.785 0.929 -4.020
C 3.910 -0.433 -4.321
C 3.451 -1.352 -3.397
C 2.887 -0.963 -2.180
C 2.307 -1.984 -1.319
N 1.792 -1.719 -0.184
N 1.163 -2.764 0.485
C 0.442 -2.242 1.441
O 0.296 -0.974 1.630
C -0.283 -3.176 2.345
C -1.254 -2.657 3.191
C -1.947 -3.496 4.055
C -1.659 -4.852 4.084
C -0.673 -5.368 3.248
C 0.015 -4.534 2.383
H 3.126 2.396 -2.588
H 4.133 1.671 -4.730
H 4.348 -0.758 -5.256
H 3.516 -2.415 -3.611
H 2.264 -3.013 -1.680
H -1.427 -1.589 3.182
H -2.693 -3.083 4.723
H -2.184 -5.506 4.771
H -0.420 -6.421 3.294
H 0.805 -4.909 1.747
S 2.681 -2.923 4.825
Sb 3.597 -0.883 4.285
S 4.401 0.906 1.476
S 1.690 0.569 3.852
S 4.135 -1.142 1.794
O 1.585 2.918 1.987
N 0.238 2.859 1.744
C -0.555 2.439 2.647
C -1.896 2.063 2.149
C -2.997 2.125 3.000
C -4.264 1.796 2.550
C -4.433 1.386 1.233
C -3.333 1.274 0.397
C -2.045 1.585 0.835
P -0.517 1.296 -0.185
C -1.037 -0.048 -1.321
C -0.522 -0.114 -2.615
C -0.673 -1.259 -3.385
C -1.336 -2.365 -2.868
C -1.844 -2.316 -1.576
C -1.692 -1.170 -0.810
C -0.539 2.756 -1.318
C -1.489 2.916 -2.324
C -1.486 4.039 -3.142
C -0.520 5.021 -2.967
C 0.442 4.864 -1.979
C 0.435 3.741 -1.163
H 1.806 2.355 2.801
H -0.255 2.241 3.673
H -2.847 2.444 4.025
H -5.113 1.856 3.220
H -5.420 1.130 0.865
H -3.474 0.906 -0.613
H 0.033 0.723 -3.023
H -0.243 -1.293 -4.379
H -1.434 -3.267 -3.459
H -2.327 -3.185 -1.145
H -2.048 -1.165 0.213
H -2.244 2.153 -2.477
H -2.235 4.140 -3.918
H -0.513 5.899 -3.603
H 1.211 5.615 -1.841
H 1.202 3.613 -0.411
*
```


Short version: #B is the least stable of them.


#A
The following is a DFT calculation (ωB97M-V/def2-TZVPD) of an isolated ion of composition C6H13N4 and charge +1.

The value obtained for the HOMO energy (alpha / beta) is -12.70 / -12.69 eV. The HOMO-LUMO gap (alpha / beta) is 7.909 / 7.900 eV.

ORCA input file:
```
! wB97M-V def2-TZVPD RIJCOSX def2/J DEFGRID3
* xyz 1 1
C 1.624 0.711 -0.046
C 1.984 -0.679 -0.229
C -0.670 0.509 0.876
C 0.120 2.558 0.120
C -1.670 -0.636 -1.023
C -2.538 -0.887 1.258
N 0.394 1.141 0.289
N 1.073 -1.585 -0.174
N 3.346 -1.020 -0.183
N -1.629 -0.184 0.359
H 2.402 1.479 -0.105
H 0.716 2.801 -0.780
H -0.873 2.625 -0.115
H 0.336 3.213 0.980
H -2.692 -0.666 -1.462
H -1.329 0.141 -1.693
H -1.237 -1.552 -1.228
H -3.524 -0.658 0.796
H -2.409 -2.029 1.146
H -2.413 -0.607 2.342
H 1.370 -2.489 -0.378
H 4.136 -0.290 -0.248
H 3.483 -1.896 -0.502
*
```


#B
The following is a DFT calculation (ωB97M-V/def2-TZVPD) of a 2-piece molecular cluster, C6H13N4 overall.

The value obtained for the HOMO energy is -13.31 eV. The HOMO-LUMO gap is 9.353 eV.

ORCA input file:
```
! wB97M-V def2-TZVPD RIJCOSX def2/J DEFGRID3
* xyz 1 1
C -1.433 0.018 0.117
C 0.939 1.005 0.865
C 0.015 2.034 0.159
C 0.911 -0.358 0.157
C 1.607 -0.361 -1.249
C -0.553 -2.302 0.635
N -3.878 0.541 -0.130
N -3.374 -0.540 -0.176
N -0.473 -0.865 0.308
N -1.226 1.306 -0.078
H 1.838 1.523 0.880
H 0.409 1.046 1.904
H -0.044 2.891 0.678
H 0.286 2.216 -0.911
H 1.604 -1.090 0.812
H 0.812 -0.270 -2.007
H 2.160 -1.302 -1.198
H 2.332 0.487 -1.165
H -1.513 -2.639 0.182
H 0.215 -2.897 0.054
H -0.379 -2.537 1.823
H -4.914 0.646 -0.159
H -2.007 1.759 -0.484
*
```


#C
The following is a DFT calculation (ωB97M-V/def2-TZVPD) of a 2-piece molecular cluster, C6H13N4 overall.

The value obtained for the HOMO energy (alpha / beta) is -12.41 / -12.17 eV. The HOMO-LUMO gap (alpha / beta) is 7.384 / 7.656 eV.

ORCA input file:
```
! wB97M-V def2-TZVPD RIJCOSX def2/J DEFGRID3
* xyz 1 1
C 1.728 0.756 0.223
C 1.169 0.861 -1.025
C 0.776 -1.350 0.351
C 2.430 -0.700 2.146
C -2.575 -0.139 -1.512
C -1.716 1.110 0.369
N 0.187 -1.303 -0.748
N 1.516 -0.419 0.974
N -1.681 0.724 -0.922
N 0.141 -0.040 -1.369
H 2.248 1.640 0.686
H 1.246 1.590 -1.722
H 0.670 -2.442 0.725
H 1.865 -1.654 2.542
H 3.474 -0.879 1.776
H 2.423 0.037 2.865
H -2.753 -1.132 -1.043
H -3.581 0.273 -1.783
H -2.205 -0.399 -2.517
H -2.783 1.335 0.540
H -1.503 0.316 1.100
H -1.006 1.898 0.684
H -0.072 -0.081 -2.339
*
```


Short version: #C is the least stable of them.


#A
The following is a DFT calculation (ωB97M-V/def2-TZVPD) of an isolated molecule of C4H11N2O.

The value obtained for the HOMO energy (alpha / beta) is -3.33 / -10.36 eV. The HOMO-LUMO gap (alpha / beta) is 4.219 / 10.859 eV. Its expectation value of S² is 0.750.

ORCA input file:
```
! wB97M-V def2-TZVPD RIJCOSX def2/J DEFGRID3
* xyz 0 2
N 1.425 -1.099 -1.184
C 0.540 -0.713 -0.025
C 1.447 -0.259 1.117
C -0.365 0.431 -0.522
N -1.326 0.906 0.279
C -1.851 0.426 1.565
O -0.226 0.854 -1.668
H 0.832 -1.488 -1.954
H 1.969 -0.295 -1.574
H 2.070 -1.863 -0.898
H -0.102 -1.547 0.241
H 1.965 0.629 0.740
H 0.857 0.161 1.943
H 2.180 -0.937 1.537
H -1.846 1.655 -0.133
H -1.927 -0.656 1.563
H -2.844 0.856 1.629
H -1.269 0.816 2.395
*
```


#B
The following is a DFT calculation (ωB97M-V/def2-TZVPD) of an isolated molecule of C4H11N2O.

The value obtained for the HOMO energy (alpha / beta) is -3.41 / -10.81 eV. The HOMO-LUMO gap (alpha / beta) is 4.054 / 11.295 eV. Its expectation value of S² is 0.751.

ORCA input file:
```
! wB97M-V def2-TZVPD RIJCOSX def2/J DEFGRID3
* xyz 0 2
O 0.092 2.173 0.196
C 0.630 1.113 -0.033
N 1.747 0.963 -0.784
C -0.033 -0.209 0.359
N -1.064 0.042 1.394
C -0.661 -2.540 -0.530
C -0.514 -1.054 -0.830
H 2.367 0.175 -0.700
H 2.209 1.761 -1.186
H 0.738 -0.799 0.798
H -1.157 1.063 1.504
H -0.824 -0.324 2.357
H -2.015 -0.255 1.055
H 0.257 -2.968 -0.114
H -0.765 -3.003 -1.513
H -1.439 -2.803 0.182
H 0.172 -0.888 -1.653
H -1.478 -0.678 -1.185
*
```


Short version: #A is the least stable of them.